C6H23NO6 | ωB97M-V/def2-TZVPD

ΔE to the lowest compared entry with this formula, charge and spin in kJ/mol: 1181.4
HOMO in eV: -8.0
Charge: 0
HOMO-LUMO gap in eV: 8.160
Spin multiplicity: 1
Max |F| in hartree/bohr: 0.2189
E_LUMO in eV: 0.160

Each line ends with the natural charge from an NBO analysis.
Cartesian coordinates (Å):
1 C -23.99377 -13.58011 -6.65967  -0.238
2 O -24.19544 -13.08741 -7.96918  -0.570
3 C -22.97595 -12.68579 -8.70657  -0.092
4 C -23.36870 -11.90868 -9.98552  -0.328
5 N -24.40402 -12.50278 -10.82742  -0.654
6 C -24.61106 -11.75950 -12.02025  -0.233
7 C -26.01717 -11.97829 -12.68968  -0.061
8 O -27.02228 -11.48607 -11.81711  -0.555
9 C -28.35784 -11.76827 -12.21519  -0.246
10 H -23.62633 -12.73693 -6.07474  0.162
11 H -23.37680 -14.47785 -6.69845  0.168
12 H -24.95167 -13.81325 -6.19471  0.182
13 H -22.33123 -13.48911 -9.06310  0.164
14 H -22.39741 -12.01308 -8.07344  0.219
15 H -22.39519 -11.83521 -10.47026  0.204
16 H -23.70211 -10.92107 -9.66681  0.188
17 H -25.31576 -12.62978 -10.41183  0.378
18 H -23.79182 -11.95666 -12.71168  0.175
19 H -24.56369 -10.76506 -11.57647  0.158
20 H -26.21026 -13.01853 -12.95178  0.177
21 H -26.08544 -11.33812 -13.56924  0.166
22 H -28.53639 -11.27232 -13.16926  0.164
23 H -29.01439 -11.27556 -11.49806  0.197
24 H -28.55932 -12.83918 -12.24085  0.173
25 O -21.37139 -12.53471 -10.17890  -0.858
26 H -20.65506 -12.07670 -10.61859  0.507
27 H -21.78490 -13.05259 -10.86958  0.509
28 O -20.56784 -11.25146 -7.65395  -1.004
29 H -20.88380 -11.11933 -6.76011  0.443
30 H -21.20427 -10.79412 -8.20352  0.455
31 O -21.89585 -10.54236 -9.17889  -0.957
32 H -21.81234 -11.38737 -9.62072  0.465
33 H -22.16497 -9.93621 -9.86909  0.489
34 O -22.94436 -9.75071 -10.96743  -0.939
35 H -23.04706 -8.80415 -11.06591  0.491
36 H -23.38312 -10.12070 -11.73348  0.502

Cartesian forces (eV/Å) of the 2 atoms listed first:
C -0.071 0.793 -0.651
O 0.411 0.039 -1.399